1.
36
Properties=species:S:1:pos:R:3:forces:R:3 method="wB97M-V/def2-TZVPD" spin_multiplicity=5 max_force_ev_per_a=1.77 charge=-2 e_tot_ev=-90359.31213 de_lowest_kcal_mol=13.97
Cr -0.022 -0.349 0.078 1.28 -0.25 -0.48
C -3.039 -1.660 1.644 0.23 -0.06 0.04
C -3.194 -0.945 0.317 0.54 0.26 -0.22
O -4.526 -1.018 -0.150 -0.55 0.06 -0.10
P -2.209 -1.677 -1.051 -0.88 -1.14 -1.04
O -2.372 -0.757 -2.300 -0.08 0.14 0.15
O -3.038 -2.971 -1.542 -0.17 0.21 0.06
O -0.815 -2.143 -0.772 0.05 0.78 0.64
P -2.782 0.896 0.377 -0.40 0.78 0.34
O -1.971 1.148 1.733 -0.24 -0.20 -0.33
O -4.119 1.545 0.448 -0.40 -0.16 0.15
O -1.911 1.218 -0.820 0.33 -0.40 0.26
H -3.411 -2.686 1.570 -0.06 0.00 -0.04
H -3.620 -1.126 2.397 -0.02 -0.02 0.00
H -1.992 -1.675 1.949 -0.15 -0.02 0.06
H -4.843 -0.091 -0.092 -0.05 -0.01 0.04
H -2.171 0.177 -1.939 -0.03 0.20 -0.15
H -2.645 -3.734 -1.120 0.15 -0.36 0.10
H -1.015 1.303 1.569 0.26 0.31 0.18
O 1.818 3.063 1.528 0.03 -0.32 -0.33
C 1.666 2.069 0.810 -0.09 0.60 0.39
O 0.643 1.299 0.901 -0.19 -0.10 0.15
C 2.748 1.716 -0.184 0.21 -0.24 -0.19
C 4.013 2.224 0.100 0.08 0.08 0.09
C 5.116 1.947 -0.686 0.14 0.01 0.02
C 4.960 1.130 -1.801 0.11 0.03 0.01
C 3.714 0.638 -2.118 0.12 0.01 0.00
C 2.580 0.915 -1.338 -0.04 0.26 0.18
S 1.073 0.310 -1.957 -0.31 -0.28 -0.31
H 4.108 2.858 0.972 -0.06 -0.02 0.00
H 6.088 2.354 -0.428 -0.01 -0.02 0.00
H 5.816 0.871 -2.415 0.00 0.03 -0.03
H 3.568 0.007 -2.987 0.05 0.02 0.00
O 1.005 -3.183 3.094 0.44 -0.69 0.42
C 0.614 -2.284 2.414 -0.26 0.00 0.26
N 0.164 -1.390 1.798 -0.03 0.52 -0.30

=====

2.
78
Properties=species:S:1:pos:R:3:forces:R:3 method="wB97M-V/def2-TZVPD" smiles="O=C1OC[C@@H](F)O1.O=C1OC[C@@H](F)O1.O=C1OC[C@@H](F)O1.CC#N.CC#N.CC#N.CC#N.CC#N.CC#N.CC#N.CC#N" max_force_ev_per_a=5.44 e_tot_ev=-64958.19252 de_lowest_kcal_mol=26.57
O 3.103 -3.270 4.719 1.04 -2.08 0.61
C 2.603 -2.315 4.304 -0.72 4.05 -0.50
O 1.338 -2.163 3.884 -0.45 -0.11 0.09
C 1.086 -0.825 3.395 0.61 -0.38 0.47
C 2.338 -0.047 3.787 0.69 -0.35 0.46
F 2.179 0.878 4.824 -0.14 -0.93 -1.06
O 3.245 -1.044 4.210 -0.69 -1.03 -0.02
H 1.053 -0.913 2.326 -0.31 0.22 -0.48
H 0.163 -0.426 3.795 -0.09 0.00 0.14
H 2.795 0.424 2.919 -0.12 0.63 0.27
O -2.542 -2.099 0.346 -1.25 2.61 -2.20
C -2.093 -2.984 0.921 2.32 -3.49 3.48
O -1.039 -2.955 1.787 -0.57 0.75 -0.36
C -0.912 -4.228 2.476 0.89 1.99 0.19
C -2.234 -4.901 2.167 1.67 0.47 -0.33
F -3.193 -4.598 3.065 -0.31 0.25 0.32
O -2.542 -4.285 0.931 -1.25 -0.96 -0.36
H 0.027 -4.614 2.060 -0.60 -0.85 0.19
H -0.738 -3.948 3.520 -0.23 -0.45 -0.07
H -2.093 -5.976 2.187 -0.53 -0.22 -0.89
O 2.256 6.457 1.780 1.20 2.28 -1.10
C 1.558 5.644 2.195 -0.86 -4.23 1.10
O 1.830 4.247 2.023 -1.46 1.47 0.74
C 0.905 3.495 2.848 0.41 1.14 0.88
C -0.018 4.587 3.521 1.49 -0.62 -0.12
F 0.183 4.661 4.906 0.05 -0.07 -1.31
O 0.423 5.814 2.939 -0.43 -0.90 0.19
H 0.390 2.713 2.293 -0.09 0.41 -0.16
H 1.485 3.032 3.648 -0.07 -0.09 0.01
H -1.065 4.353 3.388 -0.26 0.61 -0.16
C 0.170 3.872 -5.701 -0.17 0.34 -0.53
C -0.214 2.966 -4.644 0.87 1.11 -1.36
N -0.512 2.243 -3.827 -0.62 -1.44 1.65
H 0.712 4.745 -5.350 0.22 -0.18 0.19
H -0.738 4.240 -6.139 -0.61 0.28 -0.23
H 0.689 3.384 -6.524 0.24 -0.17 0.31
C 3.079 -1.617 0.224 0.17 -0.86 -0.27
C 4.201 -2.452 -0.210 1.88 -0.57 -0.52
N 5.085 -3.105 -0.587 -1.44 0.93 0.60
H 3.054 -1.584 1.323 -0.01 0.29 -0.49
H 2.245 -2.212 -0.148 -0.60 0.42 0.23
H 3.093 -0.641 -0.278 0.02 -0.25 0.44
C -1.274 -0.937 -4.872 1.48 0.72 0.96
C -1.955 -0.283 -5.956 -2.78 1.20 -3.11
N -2.543 0.251 -6.830 1.98 -1.58 2.75
H -1.853 -1.180 -3.975 -0.25 0.21 -0.46
H -0.528 -0.163 -4.593 -0.20 -0.56 0.32
H -0.707 -1.828 -5.129 -0.18 -0.06 -0.42
C -0.233 -0.120 -1.446 -0.73 0.69 -0.14
C 0.329 0.494 -0.252 -0.84 -1.48 -2.37
N 0.855 0.907 0.656 1.14 1.14 2.30
H -0.962 0.586 -1.854 0.17 -0.03 -0.13
H -0.774 -1.030 -1.215 0.18 -0.27 0.14
H 0.521 -0.283 -2.214 0.08 -0.07 0.17
C -3.127 1.192 1.387 0.55 0.17 -0.40
C -2.262 1.357 2.549 0.76 0.26 2.28
N -1.638 1.474 3.529 -1.02 -0.22 -2.04
H -4.178 1.077 1.678 0.35 0.07 -0.07
H -2.765 0.303 0.864 -0.31 -0.02 -0.07
H -2.980 2.061 0.722 -0.28 -0.31 0.24
C 3.970 2.581 0.139 -0.68 -0.20 -0.63
C 4.789 3.579 0.784 1.05 0.99 0.46
N 5.457 4.388 1.267 -0.61 -0.78 -0.38
H 3.063 2.447 0.714 -0.20 -0.10 0.23
H 4.475 1.612 0.051 0.05 0.35 -0.07
H 3.627 2.944 -0.850 0.42 -0.25 0.42
C -4.213 0.699 -2.861 -0.51 0.43 0.71
C -4.344 2.033 -3.425 -0.45 1.79 -1.79
N -4.491 3.074 -3.925 0.34 -1.73 1.06
H -4.857 -0.050 -3.355 0.41 0.47 0.15
H -4.544 0.856 -1.822 0.15 -0.65 -0.14
H -3.165 0.425 -2.868 0.08 -0.26 -0.02
C -0.879 -5.988 -1.973 -1.06 -0.43 0.74
C -0.691 -4.579 -2.209 0.64 4.45 -0.76
N -0.578 -3.415 -2.385 -0.36 -3.94 0.62
H -1.350 -6.085 -0.978 0.11 -0.02 -0.41
H 0.033 -6.562 -1.948 0.39 0.00 -0.25
H -1.584 -6.390 -2.707 0.26 -0.01 0.08

=====

3.
53
Properties=species:S:1:pos:R:3:forces:R:3 method="wB97M-V/def2-TZVPD" smiles="C#CC[C@@]1(S(C)(=O)=O)C(=O)NC[C@@H]1OCC.c1ccncc1.c1ccncc1" max_force_ev_per_a=5.48 e_tot_ev=-44635.26717 de_lowest_kcal_mol=202.90
C 2.663 -3.348 4.347 0.01 -0.95 -0.99
C 2.236 -3.195 3.209 -0.62 -0.45 -0.07
C 1.595 -3.207 1.764 0.83 -1.04 1.71
C 0.448 -2.132 1.575 1.02 0.88 0.61
S -1.106 -2.766 0.725 -0.92 -3.21 -4.35
C -2.597 -2.619 1.830 -0.50 -0.34 0.54
O -1.006 -4.228 0.433 0.46 2.14 1.96
O -1.332 -2.095 -0.587 0.33 0.43 3.21
C -0.181 -1.399 2.850 -0.05 1.10 0.11
O -0.403 -1.809 3.973 0.56 0.51 -1.98
N -0.529 -0.052 2.381 1.18 -1.02 -0.38
C 0.007 0.249 0.998 1.71 0.43 0.70
C 1.166 -0.862 0.872 -3.03 -0.15 0.14
O 1.600 -1.210 -0.434 0.87 1.02 1.36
C 2.782 -0.489 -0.835 1.30 -0.23 -1.14
C 4.079 -0.799 0.036 -0.38 1.15 0.25
H 3.082 -3.805 5.282 -0.72 1.21 -1.44
H 2.476 -3.055 1.058 -1.54 0.21 0.63
H 1.252 -4.277 1.569 0.15 1.50 0.36
H -2.380 -3.032 2.869 0.02 0.78 -1.40
H -3.016 -1.574 1.859 0.73 -1.05 0.00
H -3.370 -3.332 1.388 1.31 0.99 0.11
H -0.081 0.676 2.943 -0.93 -0.62 0.62
H 0.483 1.278 1.168 -0.90 -1.60 -1.12
H -0.739 0.274 0.146 0.87 -0.29 1.25
H 1.919 -0.533 1.651 -0.18 -0.63 -1.18
H 3.025 -0.849 -1.891 -0.61 0.36 1.36
H 2.591 0.632 -0.949 0.16 -1.36 0.53
H 3.972 -0.318 1.063 0.26 -0.70 -1.18
H 4.289 -1.898 0.177 -0.30 1.16 -0.37
H 4.960 -0.278 -0.466 -1.08 -0.84 0.62
C 0.618 5.933 -0.225 0.00 0.10 -0.03
C -0.547 5.261 -0.561 0.09 0.03 0.03
C -0.634 3.911 -0.262 0.15 -0.38 0.16
N 0.344 3.213 0.331 0.15 1.03 -0.19
C 1.461 3.886 0.643 -0.31 -0.29 -0.07
C 1.645 5.235 0.390 -0.03 0.02 -0.03
H 0.724 6.990 -0.442 0.00 -0.06 0.01
H -1.370 5.773 -1.043 0.02 -0.05 0.02
H -1.527 3.342 -0.503 -0.01 0.06 -0.03
H 2.238 3.296 1.120 0.05 0.07 0.01
H 2.569 5.727 0.667 -0.03 -0.05 0.00
C -2.475 -1.011 -3.048 0.19 -0.29 0.02
C -1.955 -0.664 -4.286 -0.16 0.10 0.04
C -2.649 0.257 -5.055 -0.32 0.23 0.00
N -3.798 0.832 -4.674 0.22 -0.29 0.26
C -4.281 0.479 -3.475 0.04 0.18 -0.34
C -3.662 -0.428 -2.630 0.07 0.04 -0.12
H -1.962 -1.727 -2.414 -0.17 0.20 -0.24
H -1.031 -1.099 -4.646 -0.04 0.02 0.00
H -2.281 0.562 -6.029 0.03 -0.04 0.02
H -5.213 0.959 -3.194 0.02 -0.04 0.04
H -4.098 -0.674 -1.670 0.02 0.00 -0.03

=====

4.
9
Properties=species:S:1:pos:R:3:forces:R:3 method="wB97M-V/def2-TZVPD" max_force_ev_per_a=5.90 e_tot_ev=-8741.39571 de_lowest_kcal_mol=86.14
C -0.970 -0.731 0.891 0.97 2.23 0.78
C 0.443 0.265 -0.724 -1.23 -0.70 2.37
C 1.568 0.063 -1.357 0.17 -0.12 -0.95
N -0.103 -0.826 -0.023 -0.69 -2.02 -0.61
O -1.321 0.481 1.467 1.56 2.59 -5.04
O 2.450 -0.144 -2.057 0.75 -0.02 -0.23
H -0.924 1.205 0.559 -2.29 -2.79 4.66
H 0.273 1.201 -0.247 0.58 1.41 -0.53
H -1.414 -1.514 1.490 0.19 -0.57 -0.46

=====

5.
22
Properties=species:S:1:pos:R:3:forces:R:3 method="wB97M-V/def2-TZVPD" max_force_ev_per_a=5.67 charge=+1 e_tot_ev=-25996.99197 de_lowest_kcal_mol=81.59
C -0.264 1.119 -1.105 -2.79 -1.02 4.18
C -1.259 1.947 -0.734 0.51 0.41 -0.52
C -0.010 -0.068 -0.321 -0.35 0.19 -0.06
C 1.761 -1.682 -0.615 4.40 -0.98 -0.03
C 2.976 -0.215 1.186 -4.68 0.67 -3.12
C -2.289 1.649 0.281 -2.85 -1.91 -2.00
C -0.741 -0.310 0.923 -0.75 3.58 2.20
C -2.224 0.163 0.794 0.87 0.62 0.56
N 0.799 -0.973 -0.756 -1.48 0.89 -0.41
N 2.345 -2.683 -1.339 -3.12 0.56 -0.89
O 2.136 0.612 1.088 2.55 -1.24 1.14
Cl 4.375 -0.730 1.743 1.29 -0.09 0.84
H 0.432 1.308 -1.769 2.97 1.24 -3.66
H -1.370 2.890 -1.276 0.08 -0.19 0.17
H -2.397 2.407 1.046 0.15 0.08 0.18
H -3.306 1.694 -0.379 2.05 0.23 1.67
H -0.769 -1.299 1.165 0.23 -2.84 0.63
H -0.206 0.234 1.860 -1.01 -0.96 -2.29
H -2.726 0.070 1.787 0.27 -0.03 -0.91
H -2.650 -0.563 0.079 -0.31 0.67 0.27
H 3.304 -2.718 -1.325 2.56 -0.14 0.89
H 2.082 -2.849 -2.333 -0.59 0.25 1.17